ORCA calculation (ωB97M-V/def2-TZVPD) on a gas-phase ion, C4H11N3O (charge +1) at a distorted geometry.

CARTESIAN COORDINATES (ANGSTROEM)
C  -0.036  0.759  0.990
N  -1.260  1.213  0.354
C  -1.348  1.349  -1.024
N  -0.240  1.846  -1.671
O  -2.419  1.356  -1.584
C  -0.126  -0.791  1.325
N  0.121  -1.498  0.091
C  1.521  -1.763  -0.172
H  0.098  1.379  1.883
H  0.850  0.821  0.333
H  -2.124  0.985  0.832
H  -0.194  1.786  -2.683
H  0.699  1.997  -1.363
H  0.561  -0.977  2.179
H  -1.113  -0.963  1.896
H  -0.606  -2.091  -0.256
H  2.202  -0.825  -0.034
H  1.947  -2.705  0.222
H  1.467  -1.878  -1.318

Output
* ΔE to the lowest compared entry with this formula, charge and spin: 189.9 kJ/mol
* maximum force: 0.0853 hartree/bohr
* total energy: -398.18739 hartree
* spin multiplicity: 2
* frontier orbital gap (spin up / spin down): 10.82 / 5.34 eV
* net charge: +1

ORCA calculation (ωB97M-V/def2-TZVPD) on 2 unconnected molecules or ions with the total composition C4H11N3O2 at a distorted geometry.

CARTESIAN COORDINATES (ANGSTROEM)
C  0.077  -3.462  1.633
C  0.180  -1.099  0.988
N  0.096  0.206  1.124
N  0.154  -1.983  2.040
N  -0.184  -1.432  -0.311
H  -0.074  0.789  1.922
H  1.099  1.790  -0.859
H  0.351  -1.737  3.003
H  -0.177  -0.734  -1.031
H  0.026  -2.350  -0.690
H  -0.691  -3.503  0.865
H  -0.245  -3.919  2.567
H  1.117  -3.732  1.511
C  -0.555  3.491  -1.492
C  -0.018  2.339  -2.301
O  1.129  1.782  -1.823
O  -0.359  2.056  -3.414
H  0.294  4.105  -1.305
H  -0.969  3.203  -0.474
H  -1.250  4.190  -1.953

Output
* ΔE to the lowest compared entry with this formula, charge and spin: 194.3 kJ/mol
* maximum force: 0.1061 hartree/bohr
* total energy: -473.72877 hartree
* frontier orbital gap: 9.20 eV
* SMILES: [H]/N=C(/N)NC.CC(=O)O
* net charge: 0

ORCA calculation (ωB97M-V/def2-TZVPD) on 2 unconnected molecules or ions with the total composition C4H11N3O2 at a distorted geometry.

CARTESIAN COORDINATES (ANGSTROEM)
C  -1.129  -2.753  1.163
C  -1.786  -1.480  0.635
O  -1.048  -0.518  0.151
O  -2.996  -1.549  0.531
H  -1.360  -3.556  0.464
H  -1.695  -3.036  2.048
H  -0.046  -2.747  1.311
C  2.567  -0.101  -0.413
C  0.958  1.599  -0.481
N  1.192  0.328  -0.368
N  1.901  2.501  -0.901
N  -0.304  2.049  -0.310
H  0.008  -0.537  -0.027
H  2.870  2.261  -0.985
H  1.588  3.380  -1.268
H  -1.031  1.380  -0.073
H  -0.490  3.031  -0.337
H  2.726  -0.949  0.263
H  3.234  0.643  0.026
H  2.923  -0.413  -1.402

Output
* ΔE to the lowest compared entry with this formula, charge and spin: 66.4 kJ/mol
* maximum force: 0.0476 hartree/bohr
* total energy: -473.77748 hartree
* frontier orbital gap: 9.70 eV
* SMILES: CN=C(N)N.CC(=O)O
* net charge: 0

ORCA calculation (ωB97M-V/def2-TZVPD) on 2 unconnected molecules or ions with the total composition C4H11N3O2 at a distorted geometry.

CARTESIAN COORDINATES (ANGSTROEM)
C  1.007  1.785  -2.674
C  0.314  0.437  -2.520
O  0.703  -0.217  -1.462
O  -0.519  0.042  -3.316
H  2.075  1.589  -2.703
H  0.764  2.439  -1.842
H  0.673  2.255  -3.588
C  -0.126  0.972  1.972
C  -0.401  -1.279  1.142
N  0.138  -0.073  1.008
N  -0.622  -1.816  2.350
N  -0.719  -1.950  0.051
H  0.389  0.188  -0.001
H  0.661  1.129  2.718
H  -1.018  0.736  2.557
H  -0.405  -1.246  3.150
H  -1.436  -2.397  2.450
H  -0.329  -1.557  -0.830
H  -0.838  -2.954  0.060
H  -0.310  1.921  1.480

Output
* ΔE to the lowest compared entry with this formula, charge and spin: 48.2 kJ/mol
* maximum force: 0.0223 hartree/bohr
* total energy: -473.78440 hartree
* frontier orbital gap: 8.46 eV
* net charge: 0

ORCA calculation (ωB97M-V/def2-TZVPD) on 2 unconnected molecules or ions with the total composition C4H11N3O2 at a distorted geometry.

CARTESIAN COORDINATES (ANGSTROEM)
C  -1.569  1.768  1.614
C  -0.816  -0.533  1.591
N  -1.561  -1.414  2.145
N  -1.407  0.489  0.839
N  0.539  -0.387  1.798
H  -0.391  0.852  -3.120
H  -0.984  -2.047  2.704
H  -2.359  0.236  0.616
H  0.895  0.555  1.870
H  1.204  -1.131  1.841
H  -2.569  1.840  2.041
H  -1.350  2.580  0.920
H  -0.823  1.821  2.407
C  2.013  -1.155  -2.532
C  1.088  0.000  -2.373
O  0.073  0.014  -3.261
O  1.263  0.898  -1.595
H  1.880  -1.708  -1.597
H  3.039  -0.810  -2.587
H  1.832  -1.867  -3.323

Output
* ΔE to the lowest compared entry with this formula, charge and spin: 121.4 kJ/mol
* maximum force: 0.0273 hartree/bohr
* total energy: -473.75654 hartree
* frontier orbital gap: 9.77 eV
* SMILES: [H]/N=C(\N)NC.CC(=O)O
* net charge: 0

ORCA calculation (ωB97M-V/def2-TZVPD) on 2 unconnected molecules or ions with the total composition C4H11N3O2 at a distorted geometry.

CARTESIAN COORDINATES (ANGSTROEM)
C  1.051  1.782  1.421
C  1.415  2.377  0.103
O  2.546  2.470  -0.295
O  0.397  2.457  -0.775
H  0.882  2.235  2.390
H  1.836  1.063  1.684
H  0.130  1.212  1.307
C  -1.911  -0.182  0.467
C  -0.913  -2.123  -0.341
N  -0.626  -3.109  -1.252
N  -1.805  -1.243  -0.524
N  -0.153  -2.269  0.858
H  -0.797  -3.108  -2.236
H  -0.304  -3.987  -0.880
H  0.866  2.718  -1.563
H  0.388  -1.493  1.171
H  -0.120  -3.165  1.295
H  -1.040  0.466  0.312
H  -2.041  -0.519  1.488
H  -2.824  0.374  0.220

Output
* ΔE to the lowest compared entry with this formula, charge and spin: 171.8 kJ/mol
* maximum force: 0.0379 hartree/bohr
* total energy: -473.73731 hartree
* frontier orbital gap: 9.46 eV
* SMILES: CN=C(N)N.CC(=O)O
* net charge: 0

ORCA calculation (ωB97M-V/def2-TZVPD) on 2 unconnected molecules or ions with the total composition C4H11N3O2 at a distorted geometry.

CARTESIAN COORDINATES (ANGSTROEM)
C  0.320  0.596  -1.806
C  -0.789  2.314  -0.004
N  -0.165  2.445  1.063
N  -0.737  1.385  -1.032
N  -1.993  3.110  -0.155
H  0.534  1.886  1.436
H  -0.509  -0.946  1.244
H  -1.539  1.613  -1.714
H  -2.364  3.798  0.495
H  -2.526  3.153  -1.057
H  0.039  -0.486  -1.832
H  1.244  0.766  -1.179
H  0.280  1.049  -2.888
C  1.762  -3.248  1.173
C  0.389  -2.626  0.852
O  0.403  -1.328  0.852
O  -0.667  -3.235  0.868
H  2.348  -2.476  1.688
H  2.221  -3.612  0.203
H  1.746  -4.156  1.792

Output
* ΔE to the lowest compared entry with this formula, charge and spin: 242.0 kJ/mol
* maximum force: 0.0858 hartree/bohr
* total energy: -473.71060 hartree
* frontier orbital gap: 9.43 eV
* SMILES: [H]/N=C(/N)NC.CC(=O)O
* net charge: 0

ORCA calculation (ωB97M-V/def2-TZVPD) on 2 unconnected molecules or ions with the total composition C4H11N3O2 at a distorted geometry.

CARTESIAN COORDINATES (ANGSTROEM)
C  0.402  -1.092  1.931
C  0.490  -1.788  -0.395
N  -0.475  -2.574  -0.168
N  1.066  -1.016  0.613
N  1.121  -1.818  -1.677
H  -2.514  3.444  0.192
H  -0.643  -3.302  -0.842
H  2.010  -1.333  0.743
H  2.088  -2.111  -1.630
H  0.942  -0.996  -2.226
H  -0.064  -2.065  2.087
H  -0.281  -0.252  1.989
H  1.139  -1.013  2.729
C  -0.197  2.595  -0.684
C  -1.332  1.816  -0.079
O  -2.377  2.532  0.418
O  -1.504  0.644  -0.293
H  0.769  2.217  -0.384
H  -0.294  3.674  -0.570
H  -0.347  2.438  -1.754

Output
* ΔE to the lowest compared entry with this formula, charge and spin: 186.7 kJ/mol
* maximum force: 0.0436 hartree/bohr
* total energy: -473.73166 hartree
* frontier orbital gap: 9.35 eV
* SMILES: [H]/N=C(\N)NC.CC(=O)O
* net charge: 0

ORCA calculation (ωB97M-V/def2-TZVPD) on 2 unconnected molecules or ions with the total composition C4H11N3O2.

CARTESIAN COORDINATES (ANGSTROEM)
C  0.822  1.269  -0.900
C  -0.389  2.605  0.582
C  -1.394  -0.660  1.454
C  -0.199  -1.321  0.765
H  2.852  0.388  -1.898
H  2.094  -0.996  -2.491
H  1.586  2.025  -0.774
H  -1.377  2.670  1.034
H  -1.072  0.057  2.208
H  -2.022  -0.133  0.726
H  -2.024  -1.414  1.953
H  0.425  -0.556  0.312
H  0.429  -1.824  1.511
H  -1.111  -3.044  0.142
H  -1.110  -1.867  -0.988
N  2.003  -0.004  -2.332
N  0.861  0.215  -1.588
N  -0.532  -2.303  -0.262
O  -0.357  1.518  -0.216
O  0.514  3.375  0.763

Output
* ΔE to the lowest compared entry with this formula, charge and spin: 269.0 kJ/mol
* maximum force: 0.0154 hartree/bohr
* total energy: -473.70029 hartree
* frontier orbital gap: 9.95 eV
* SMILES: N/N=C/OC=O.CCN
* net charge: 0

ORCA calculation (ωB97M-V/def2-TZVPD) on 2 unconnected molecules or ions with the total composition C4H11N3O2 at a distorted geometry.

CARTESIAN COORDINATES (ANGSTROEM)
C  1.758  -0.873  -2.113
C  2.704  -0.471  -0.998
O  3.107  -1.619  -0.393
O  3.062  0.621  -0.671
H  1.462  -1.911  -1.981
H  2.162  -0.661  -3.107
H  0.854  -0.319  -2.159
C  -2.722  1.305  0.083
C  -0.864  0.127  1.284
N  0.173  -0.604  1.342
N  -1.455  0.606  0.141
N  -1.408  0.606  2.480
H  0.665  -0.751  0.467
H  3.786  -1.464  0.279
H  -0.972  0.374  -0.703
H  -2.337  0.270  2.688
H  -0.807  0.294  3.230
H  -3.529  0.678  -0.316
H  -2.639  2.143  -0.619
H  -3.000  1.650  1.068

Output
* ΔE to the lowest compared entry with this formula, charge and spin: 89.4 kJ/mol
* maximum force: 0.0263 hartree/bohr
* total energy: -473.76871 hartree
* frontier orbital gap: 9.37 eV
* SMILES: [H]/N=C(/N)NC.CC(=O)O
* net charge: 0

ORCA calculation (ωB97M-V/def2-TZVPD) on 2 unconnected molecules or ions with the total composition C4H11N3O2 at a distorted geometry.

CARTESIAN COORDINATES (ANGSTROEM)
C  -1.049  -2.462  -0.885
C  -1.118  -2.933  0.536
O  0.187  -3.265  0.858
O  -1.969  -3.024  1.369
H  -0.772  -1.412  -0.991
H  -1.991  -2.694  -1.369
H  -0.141  -2.892  -1.389
C  2.652  2.099  -0.867
C  0.403  2.337  -0.195
N  1.292  1.600  -0.700
N  0.195  3.710  -0.287
N  -0.771  1.639  0.280
H  0.152  -3.424  1.815
H  0.939  4.386  -0.250
H  -0.685  4.005  0.097
H  -0.759  0.715  -0.135
H  -1.699  2.026  0.158
H  2.937  2.911  -0.181
H  2.801  2.366  -1.931
H  3.203  1.299  -0.408

Output
* ΔE to the lowest compared entry with this formula, charge and spin: 144.9 kJ/mol
* maximum force: 0.0588 hartree/bohr
* total energy: -473.74757 hartree
* frontier orbital gap: 9.47 eV
* SMILES: CN=C(N)N.CC(=O)O
* net charge: 0

ORCA calculation (ωB97M-V/def2-TZVPD) on 2 unconnected molecules or ions with the total composition C4H11N3O3 at a distorted geometry.

CARTESIAN COORDINATES (ANGSTROEM)
C  1.152  1.181  -0.615
C  -0.196  -1.979  0.608
C  -1.017  1.101  0.593
C  0.322  0.367  0.443
N  0.418  -1.021  0.051
N  -1.140  -0.567  -2.908
N  -1.219  -0.886  -1.667
O  -1.551  -0.919  -4.031
O  -2.006  -1.987  -1.468
O  -1.849  0.593  1.679
H  1.701  2.157  -0.228
H  0.393  1.464  -1.342
H  1.738  0.328  -0.898
H  0.123  -2.969  0.325
H  -0.867  -1.877  1.437
H  -2.166  -1.981  -0.621
H  -0.878  2.065  0.952
H  -1.638  1.010  -0.297
H  0.827  0.392  1.406
H  -0.605  0.281  -2.974
H  -2.543  -0.002  1.219

Output
* ΔE to the lowest compared entry with this formula, charge and spin: 684.5 kJ/mol
* maximum force: 0.1582 hartree/bohr
* total energy: -548.74287 hartree
* frontier orbital gap (spin up / spin down): 9.73 / 9.73 eV
* SMILES: C=N[C@@H](C)CO.[O-]/[NH+]=N\O
* net charge: 0

- Which of these has the highest total energy?
  C4H11N3O

- Among the records above, which one has the lowest maximum force?
  number 9

- Look up the maximum force of the fourth one.
  0.0223 hartree/bohr

- The lowest ΔE to the lowest compared entry with this formula, charge and spin belongs to which entry?
  number 4